Density functional theory data (ωB97M-V/def2-TZVPD) for a molecular structure, C22H42Cl3N2O4SiSm at a distorted geometry.

XYZ file:
```
75
C22H42Cl3N2O4SiSm | the Open Molecules 2025 dataset | ωB97M-V/def2-TZVPD
H 0.526 4.354 -1.992
C -3.185 -1.502 -2.797
Si 1.031 -3.378 -2.339
C -0.114 -0.239 -6.855
H 1.779 -5.580 -3.062
H -4.326 0.796 -3.597
O -0.875 1.846 2.465
N 0.216 3.668 1.608
H -0.979 -0.123 7.156
H -0.750 0.284 -2.773
H 1.246 -4.674 -4.491
H -1.290 2.658 -2.137
H -3.368 1.882 -2.549
H -1.734 -1.137 4.534
H 3.438 1.192 -2.593
C 0.167 2.541 2.306
C 2.403 1.525 -2.523
N -3.051 -0.161 -2.228
O -2.093 -0.748 -0.206
Cl 1.094 0.643 0.636
H -0.070 0.777 -4.925
C -0.746 -3.729 -1.795
H 0.741 -0.035 6.765
H 0.417 0.391 4.519
Cl -1.825 -3.001 2.089
C 1.661 -0.739 -3.429
C 1.779 -4.592 -3.535
O 0.961 -1.834 -2.806
C 1.345 -0.794 -4.907
H -2.272 -1.789 -3.338
H 1.129 2.218 2.722
C 2.086 2.860 -2.245
H 2.727 -0.931 -3.296
H -1.866 3.823 1.556
H 1.570 4.580 0.276
C 1.362 0.619 -2.791
H -2.594 1.040 -3.916
H -4.011 -1.472 -3.515
C 1.491 4.294 1.329
H -1.345 -4.269 -2.536
H -0.758 0.599 -7.120
H -3.394 -2.229 -2.014
C 1.994 -3.375 -0.720
C -0.505 0.331 5.106
H 2.471 -1.361 -6.672
C 0.046 1.014 -2.588
H -0.690 -4.314 -0.865
H -2.654 1.163 -0.707
H 2.889 3.582 -2.110
H 2.638 -2.485 -0.691
H 1.564 -2.699 -5.948
C 0.763 3.295 -2.144
C 2.137 -1.781 -5.711
H 2.307 3.603 1.569
H -0.874 1.343 5.256
H -0.950 5.377 1.498
C 0.364 -0.064 -5.451
H 2.827 -4.340 -3.747
H -1.242 -2.782 -1.526
H 1.603 5.205 1.934
Sm -0.740 -0.579 1.821
C -0.989 4.338 1.150
O -1.454 -0.271 4.188
H -0.153 -1.475 6.312
Cl 1.328 -1.535 3.063
H -1.026 4.346 0.050
H -0.699 -1.161 -6.989
H 2.621 -4.266 -0.536
C -0.231 -0.392 6.409
H 3.034 -2.046 -5.146
C -3.353 0.954 -3.126
H 1.268 -3.274 0.103
H 0.713 -0.265 -7.574
C -0.258 2.353 -2.277
C -2.587 0.095 -0.995
```

## Properties
M   683.39 g/mol
Spin multiplicity   6
⟨S²⟩   8.758
HOMO level (spin up / spin down)   -0.30751 / -0.30853 Eh
Calculated total energy   -3602.241271 hartree

Calculated atomic charges, method Löwdin, unit e: H 0.100; C -0.015; Si 0.381; C -0.094; H 0.035; H 0.094; O -0.208; N -0.177; H 0.075; H 0.099; H 0.024; H 0.079; H 0.084; H 0.079; H 0.119; C -0.427; C -0.029; N -0.168; O -0.200; Cl 0.065; H 0.089; C -0.151; H 0.085; H 0.031; Cl -0.290; C -0.253; C -0.169; O -0.158; C -0.226; H 0.095; H 0.114; C -0.091; H 0.140; H 0.093; H 0.077; C -0.187; H 0.091; H 0.094; C -0.041; H 0.030; H 0.066; H 0.100; C -0.146; C -0.333; H 0.083; C -0.090; H 0.030; H 0.146; H 0.103; H 0.032; H 0.090; C -0.113; C -0.043; H 0.097; H 0.112; H 0.096; C -0.104; H 0.033; H -0.003; H 0.095; Sm 0.958; C -0.017; O -0.265; H 0.083; Cl -0.186; H 0.080; H 0.084; H 0.036; C -0.068; H 0.079; C -0.043; H 0.016; H 0.074; C -0.090; C -0.281